i.
{
  "formula": "C10H15N2O",
  "method": "ωB97M-V/def2-TZVPD",
  "gap_ev": 8.3,
  "total_charge": 1,
  "lumo_energy_ev": -3.273,
  "e_homo_ha": -0.4269,
  "symbols": ["C", "C", "C", "C", "C", "C", "C", "C", "C", "C", "N", "N", "O", "H", "H", "H", "H", "H", "H", "H", "H", "H", "H", "H", "H", "H", "H", "H"],
  "coordinates": [[-0.139, -2.705, 0.467], [-1.166, -3.137, -0.260], [1.416, -0.896, 1.090], [-1.480, -0.856, -1.216], [0.345, -1.322, 0.397], [-0.448, -0.532, -0.480], [-1.959, -2.286, -1.194], [2.035, 0.472, 1.070], [1.047, 1.645, 0.981], [0.356, 1.729, -0.373], [1.063, 2.198, -1.473], [-0.957, 2.419, -0.192], [0.033, 1.569, 1.969], [0.403, -3.366, 1.126], [-1.475, -4.171, -0.200], [1.934, -1.617, 1.706], [-2.023, -0.177, -1.858], [-1.916, -2.703, -2.207], [-3.017, -2.299, -0.903], [2.619, 0.597, 1.983], [2.735, 0.540, 0.232], [1.594, 2.582, 1.179], [0.730, 1.889, -2.376], [2.065, 2.107, -1.394], [-1.711, 1.982, -0.729], [-0.906, 3.421, -0.422], [-1.103, 2.274, 0.847], [-0.076, 0.644, 2.228]]
}

ii.
{
  "formula": "C10H15N2O",
  "method": "ωB97M-V/def2-TZVPD",
  "gap_ev": 7.3,
  "total_charge": 1,
  "lumo_energy_ev": -3.935,
  "e_homo_ha": -0.4121,
  "symbols": ["C", "C", "C", "C", "C", "C", "C", "C", "C", "C", "N", "N", "O", "H", "H", "H", "H", "H", "H", "H", "H", "H", "H", "H", "H", "H", "H", "H"],
  "coordinates": [[4.343, -1.231, -0.063], [3.147, -1.448, 0.578], [4.559, 0.018, -0.825], [3.681, 1.028, -0.719], [2.168, -0.347, 0.588], [-2.607, -0.827, -0.359], [-4.202, 0.460, 1.062], [-4.831, -0.888, -1.121], [1.633, 1.983, 0.186], [-3.817, -0.446, -0.138], [2.472, 0.893, 0.048], [0.879, -0.582, 0.778], [-1.511, -1.119, -0.651], [5.102, -1.963, -0.019], [2.831, -2.246, 1.230], [5.458, 0.181, -1.406], [3.701, 1.923, -1.378], [-5.146, 0.333, 1.530], [-3.468, 0.324, 1.882], [-4.143, 1.402, 0.717], [-5.479, -0.040, -1.425], [-4.265, -1.187, -2.097], [-5.406, -1.790, -0.642], [0.561, 1.758, 0.421], [2.045, 2.691, 0.919], [1.541, 2.482, -0.728], [0.239, -0.056, 0.192], [0.517, -1.304, 1.438]]
}

iii.
{
  "formula": "C10H15N2O",
  "method": "ωB97M-V/def2-TZVPD",
  "gap_ev": 8.6,
  "total_charge": 1,
  "lumo_energy_ev": -3.448,
  "e_homo_ha": -0.4414,
  "symbols": ["C", "C", "C", "C", "C", "C", "C", "C", "C", "C", "N", "N", "O", "H", "H", "H", "H", "H", "H", "H", "H", "H", "H", "H", "H", "H", "H", "H"],
  "coordinates": [[-0.364, 1.794, 0.362], [0.708, 0.601, -1.557], [0.263, 1.686, -0.966], [-0.927, 0.739, 0.957], [2.728, -1.937, 0.250], [1.747, -1.050, 0.433], [-1.967, -1.227, 0.335], [0.476, -1.142, -0.280], [0.213, 2.959, -1.689], [-1.367, 0.655, 2.393], [-0.867, -0.596, 0.263], [0.073, -2.275, -1.104], [-2.194, -2.439, 0.082], [-0.348, 2.804, 0.904], [1.451, 0.504, -2.291], [3.723, -1.644, 0.685], [2.669, -2.874, -0.245], [2.020, -0.194, 1.107], [-2.830, -0.584, 0.541], [0.341, 3.730, -0.912], [-0.842, 3.089, -2.234], [0.987, 3.188, -2.464], [-0.971, -0.257, 2.912], [-2.511, 0.599, 2.496], [-1.094, 1.570, 2.966], [-0.727, -1.965, -1.636], [-1.260, -2.870, 0.060], [0.870, -2.864, -1.366]]
}

The winner here is ii, beating the second structure by 0.0406 hartree.

i.
{
  "formula": "C4H14NO3",
  "method": "ωB97M-V/def2-TZVPD",
  "gap_ev": 8.2,
  "total_charge": -1,
  "lumo_energy_ev": 3.729,
  "e_homo_ha": -0.1635,
  "symbols": ["C", "N", "C", "C", "C", "O", "H", "H", "H", "H", "H", "H", "H", "H", "H", "H", "H", "H", "O", "H", "H", "O"],
  "coordinates": [[-1.607, -0.881, -0.313], [-0.544, -0.475, -1.247], [-0.385, -1.456, -2.336], [0.802, -0.208, -0.597], [1.099, 1.290, -0.884], [1.473, 1.825, 0.345], [-1.578, -0.279, 0.609], [-1.584, -1.948, -0.022], [-2.625, -0.640, -0.778], [0.660, -1.256, -2.856], [-1.254, -1.357, -3.030], [-0.395, -2.455, -1.890], [0.524, -0.492, 0.544], [1.676, -0.998, -0.841], [0.160, 1.746, -1.498], [1.954, 1.567, -1.541], [1.209, 1.056, 4.385], [0.200, 1.023, 3.191], [0.349, 1.354, 4.181], [0.773, 1.253, 1.021], [-0.849, 0.912, 1.661], [-0.057, 0.417, 1.895]]
}

ii.
{
  "formula": "C4H14NO3",
  "method": "ωB97M-V/def2-TZVPD",
  "gap_ev": 7.3,
  "total_charge": -1,
  "lumo_energy_ev": 3.662,
  "e_homo_ha": -0.1343,
  "symbols": ["C", "C", "C", "N", "C", "O", "H", "H", "H", "H", "H", "H", "H", "H", "H", "H", "H", "H", "O", "H", "H", "O"],
  "coordinates": [[0.259, -0.148, 2.936], [-0.457, -0.591, 1.687], [-2.021, -0.287, 1.753], [-0.001, -0.126, 0.405], [1.448, -0.557, -0.075], [1.935, 0.409, -0.874], [-0.038, 0.886, 3.174], [0.029, -0.900, 3.711], [1.335, -0.118, 2.841], [-0.465, -1.730, 1.708], [-2.496, -0.908, 2.491], [-2.001, 0.751, 2.082], [-2.449, -0.360, 0.760], [-0.148, 0.875, 0.283], [2.089, -0.679, 0.815], [1.196, -1.434, -0.661], [-0.792, 0.927, -2.020], [-1.661, 0.090, -1.453], [-1.746, 0.751, -2.163], [-0.006, 0.225, -3.257], [1.318, 0.592, -2.289], [0.928, 0.397, -3.223]]
}

The winner here is ii, beating the second structure by 0.0567 hartree.

i.
{
  "formula": "C4H14NO3",
  "method": "ωB97M-V/def2-TZVPD",
  "gap_ev": 8.1,
  "total_charge": -1,
  "lumo_energy_ev": 3.737,
  "e_homo_ha": -0.1591,
  "symbols": ["C", "O", "C", "C", "C", "N", "H", "H", "H", "H", "H", "H", "H", "H", "H", "H", "H", "H", "O", "H", "H", "O"],
  "coordinates": [[-0.507, -0.612, 1.118], [-0.019, -1.857, 0.758], [-1.153, 0.117, -0.090], [-1.674, 1.502, 0.358], [-0.498, 2.570, 0.271], [-2.224, -0.633, -0.736], [0.185, 0.101, 1.588], [-1.331, -0.881, 1.820], [-0.318, 0.325, -0.768], [-2.056, 1.479, 1.384], [-2.418, 1.858, -0.351], [-0.395, 3.100, 1.219], [0.468, 2.077, 0.144], [-0.744, 3.094, -0.646], [-2.790, -1.068, -0.006], [-1.849, -1.406, -1.276], [1.311, -1.138, -1.339], [0.984, -1.803, 0.228], [1.903, -1.605, -0.739], [3.621, -1.829, -1.128], [4.923, -1.390, -0.572], [4.580, -2.000, -1.235]]
}

ii.
{
  "formula": "C4H14NO3",
  "method": "ωB97M-V/def2-TZVPD",
  "gap_ev": 8.2,
  "total_charge": -1,
  "lumo_energy_ev": 3.855,
  "e_homo_ha": -0.1594,
  "symbols": ["C", "N", "C", "O", "C", "C", "H", "H", "H", "H", "H", "H", "H", "H", "H", "H", "H", "H", "O", "H", "H", "O"],
  "coordinates": [[-1.424, 0.376, -0.291], [-1.257, -0.702, -1.248], [0.085, -1.268, -1.237], [1.049, -0.484, -1.821], [-2.243, -0.023, 0.967], [-1.870, -1.377, 1.565], [-1.919, 1.267, -0.702], [-0.445, 0.769, 0.011], [-1.505, -0.437, -2.186], [0.053, -2.238, -1.774], [0.342, -1.499, -0.199], [-2.066, 0.760, 1.716], [-3.285, 0.056, 0.678], [-1.843, -2.122, 0.766], [-2.631, -1.745, 2.253], [-0.910, -1.276, 2.036], [1.450, 2.333, 1.871], [2.515, 1.817, 0.959], [2.386, 2.504, 1.703], [1.677, 0.116, -0.943], [3.073, 0.690, -0.677], [2.342, 0.562, -0.058]]
}

The winner here is ii, beating the second structure by 0.0073 hartree.

i.
{
  "formula": "C3H8NS",
  "method": "ωB97M-V/def2-TZVPD",
  "gap_ev": 6.4,
  "total_charge": -1,
  "lumo_energy_ev": 4.196,
  "e_homo_ha": -0.0826,
  "symbols": ["C", "S", "H", "H", "H", "C", "C", "N", "H", "H", "H", "H", "H"],
  "coordinates": [[1.227, 1.741, -1.521], [1.091, -0.005, -1.929], [1.042, 2.130, -0.540], [0.728, 2.335, -2.275], [2.353, 1.939, -1.790], [-0.333, -1.815, 1.417], [-1.540, -0.102, 0.456], [-1.543, -0.913, 1.448], [0.169, -1.817, 0.384], [0.410, -1.291, 2.156], [-0.690, -2.693, 2.034], [-2.367, 0.544, 0.183], [-0.547, -0.054, -0.025]]
}

ii.
{
  "formula": "C3H8NS",
  "method": "ωB97M-V/def2-TZVPD",
  "gap_ev": 6.4,
  "total_charge": -1,
  "lumo_energy_ev": 4.104,
  "e_homo_ha": -0.0836,
  "symbols": ["C", "S", "H", "H", "H", "C", "C", "N", "H", "H", "H", "H", "H"],
  "coordinates": [[-2.031, 0.179, -1.878], [-1.662, -1.355, -1.123], [-3.053, 0.124, -2.273], [-1.500, 0.799, -2.698], [-2.052, 1.056, -1.105], [0.896, -0.190, 2.108], [1.876, 0.177, -0.033], [2.105, 0.179, 1.234], [0.821, 0.414, 3.059], [-0.139, -0.058, 1.593], [1.250, -1.223, 2.414], [2.511, 0.279, -0.946], [0.976, -0.379, -0.351]]
}

iii.
{
  "formula": "C3H8NS",
  "method": "ωB97M-V/def2-TZVPD",
  "gap_ev": 7.2,
  "total_charge": -1,
  "lumo_energy_ev": 4.250,
  "e_homo_ha": -0.1091,
  "symbols": ["S", "H", "C", "C", "N", "C", "H", "H", "H", "H", "H", "H", "H"],
  "coordinates": [[1.746, -1.089, 0.239], [2.595, -0.631, -0.690], [-1.788, -0.687, -1.219], [-1.611, 0.461, -0.512], [-0.350, 0.948, -0.153], [-0.237, 1.492, 1.207], [-0.909, -1.396, -1.338], [-2.796, -0.988, -1.644], [-2.478, 1.028, -0.239], [0.432, 0.229, -0.279], [0.838, 1.851, 1.310], [-0.904, 2.366, 1.298], [-0.448, 0.727, 1.970]]
}

iv.
{
  "formula": "C3H8NS",
  "method": "ωB97M-V/def2-TZVPD",
  "gap_ev": 6.4,
  "total_charge": -1,
  "lumo_energy_ev": 4.184,
  "e_homo_ha": -0.0831,
  "symbols": ["C", "S", "H", "H", "H", "C", "C", "N", "H", "H", "H", "H", "H"],
  "coordinates": [[1.778, -1.094, 0.314], [2.020, 0.611, -0.279], [0.998, -1.043, 1.000], [1.602, -2.022, -0.278], [2.615, -1.217, 0.973], [-1.107, 0.819, 0.814], [-1.196, 0.343, -1.548], [-1.822, 0.263, -0.403], [-1.893, 0.970, 1.670], [-0.729, 1.798, 0.565], [-0.456, -0.022, 1.062], [-1.620, -0.217, -2.364], [-0.191, 0.811, -1.526]]
}

The winner here is iii, beating the second structure by 0.0429 hartree.

i.
{
  "formula": "C5H7NO2",
  "method": "ωB97M-V/def2-TZVPD",
  "gap_ev": 9.7,
  "total_charge": 0,
  "lumo_energy_ev": 0.643,
  "e_homo_ha": -0.3318,
  "symbols": ["C", "C", "C", "C", "C", "H", "H", "H", "H", "H", "H", "H", "N", "O", "O"],
  "coordinates": [[1.836, 1.575, 0.441], [0.362, -0.142, -0.257], [-0.805, 0.696, -0.387], [-1.928, -0.288, -0.430], [-0.021, -1.621, -0.063], [2.866, 1.507, 0.628], [1.280, 1.572, 1.578], [1.424, 2.448, -0.188], [-0.772, 2.007, -0.482], [-2.079, -2.275, 0.050], [0.559, -2.279, -0.666], [0.228, -1.897, 0.858], [-1.448, -1.535, -0.290], [1.647, 0.169, -0.101], [-3.148, 0.062, -0.690]]
}

ii.
{
  "formula": "C5H7NO2",
  "method": "ωB97M-V/def2-TZVPD",
  "gap_ev": 9.8,
  "total_charge": 0,
  "lumo_energy_ev": 0.685,
  "e_homo_ha": -0.3367,
  "symbols": ["C", "N", "C", "C", "C", "C", "O", "O", "H", "H", "H", "H", "H", "H", "H"],
  "coordinates": [[-1.195, -0.164, -0.369], [-2.039, -0.475, 0.733], [0.156, 0.401, -0.044], [1.231, -0.585, -0.012], [0.285, 1.706, 0.176], [2.381, -0.432, 0.629], [-2.315, 0.613, -0.170], [-1.174, -0.968, -1.473], [-2.074, -1.133, -1.786], [-2.697, -1.233, 0.528], [1.028, -1.496, -0.558], [1.240, 2.148, 0.395], [-0.568, 2.362, 0.133], [2.602, 0.450, 1.205], [3.138, -1.195, 0.613]]
}

The winner here is i, beating the second structure by 0.0331 hartree.

i.
{
  "formula": "C5H7NO2",
  "method": "ωB97M-V/def2-TZVPD",
  "gap_ev": 10.7,
  "total_charge": 0,
  "lumo_energy_ev": 0.859,
  "e_homo_ha": -0.3615,
  "symbols": ["C", "C", "C", "C", "C", "H", "H", "H", "H", "H", "H", "H", "N", "O", "O"],
  "coordinates": [[-2.276, -0.378, -0.459], [0.000, -0.743, 0.440], [1.378, -0.943, -0.144], [1.013, 1.308, -0.149], [-0.215, 0.706, 0.424], [-2.630, -1.425, -0.674], [-0.353, -1.313, 1.287], [1.482, -1.765, -0.831], [2.116, -1.075, 0.656], [1.655, 1.734, 0.646], [0.872, 2.116, -0.882], [-0.786, 1.193, 1.220], [-0.892, -0.187, -0.494], [-3.043, 0.532, -0.236], [1.680, 0.242, -0.804]]
}

ii.
{
  "formula": "C5H7NO2",
  "method": "ωB97M-V/def2-TZVPD",
  "gap_ev": 10.7,
  "total_charge": 0,
  "lumo_energy_ev": 0.907,
  "e_homo_ha": -0.3600,
  "symbols": ["C", "C", "C", "C", "C", "H", "H", "H", "H", "H", "H", "H", "N", "O", "O"],
  "coordinates": [[-1.119, 1.157, 0.546], [-0.701, -1.271, 0.642], [0.576, -0.517, 0.148], [1.686, -0.526, -0.905], [-0.119, 0.675, -0.399], [-1.909, 1.771, -0.037], [-0.746, 1.649, 1.408], [-0.399, -1.782, 1.494], [-1.117, -2.011, -0.071], [1.096, -0.370, 1.180], [2.332, -1.190, -1.350], [-0.673, 0.395, -1.363], [1.833, 0.681, -1.402], [-1.664, -0.206, 0.901], [0.922, 1.545, -0.791]]
}

The winner here is i, beating the second structure by 0.0861 hartree.